A 2-piece molecular cluster, C2H9N4O overall. Source: OMol25; level of theory: ωB97M-V/def2-TZVPD.

Its multiplicity is 2. As for the expectation value of S²: 0.76. The electronic energy is -375.176779 Eh. The HOMO-LUMO gap (alpha / beta) comes out at 10.16 / 5.65 eV. Its energy relative to the best compared isomer or geometry (same formula, charge and spin) is 49.9 kJ/mol. The charge is +2.

Bonds (Å) are listed after each position.
Cartesian coordinates (Å):
1 C -2.44 1.95 0.13  N2 1.340, O3 1.236, H4 1.105
2 N -2.20 0.64 -0.02  C1 1.340, H5 1.017, H6 1.022
3 O -1.97 2.62 1.06  C1 1.236
4 H -3.04 2.40 -0.68  C1 1.105
5 H -1.87 0.19 0.83  N2 1.017
6 H -2.97 0.14 -0.47  N2 1.022
7 N 2.38 -1.83 -1.15  C8 1.306, H11 1.011, H12 1.010
8 C 1.62 -1.22 -0.27  N7 1.306, N9 1.380, N10 1.327
9 N 0.73 -0.25 -0.70  C8 1.380, H13 1.009, H14 1.006
10 N 1.75 -1.50 1.02  C8 1.327, H15 1.009, H16 1.004
11 H 3.01 -2.56 -0.86  N7 1.011
12 H 2.26 -1.72 -2.14  N7 1.010
13 H 0.67 0.55 -0.08  N9 1.009
14 H -0.16 -0.47 -1.10  N9 1.006
15 H 2.40 -2.21 1.32  N10 1.009
16 H 1.18 -1.04 1.70  N10 1.004

A 2-piece molecular cluster, C2H9N4OP overall. Source: OMol25; level of theory: ωB97M-V/def2-TZVPD.

Its multiplicity is 1. The electronic energy is -717.118855 Eh. The HOMO-LUMO gap comes out at 9.42 eV. Its energy relative to the best compared isomer or geometry (same formula, charge and spin) is 205.8 kJ/mol. The charge is 0.

Bonds (Å) are listed after each position.
Cartesian coordinates (Å):
1 C 2.41 0.01 0.84  C2 1.487, N3 1.288, H9 1.050
2 C 1.90 1.40 0.81  C1 1.487, N3 1.468, H11 1.066, H12 1.058
3 N 1.21 0.17 0.41  C1 1.288, C2 1.468, N6 1.248
4 N -1.68 -1.99 0.95  P8 1.696, H13 1.005, H14 0.980
5 N -0.71 -2.09 -1.52  P8 1.686, H15 1.036, H16 0.977
6 N 0.03 -0.10 0.11  N3 1.248, P8 1.708
7 O 0.95 -2.40 0.61  P8 1.448
8 P -0.24 -1.78 0.07  N4 1.696, N5 1.686, N6 1.708, O7 1.448
9 H 3.22 -0.65 0.67  C1 1.050
10 H -1.09 1.65 -1.14  H17 0.745
11 H 1.56 1.94 1.67  C2 1.066
12 H 2.05 2.18 0.12  C2 1.058
13 H -1.56 -1.67 1.90  N4 1.005
14 H -2.44 -1.65 0.43  N4 0.980
15 H -0.83 -3.04 -1.92  N5 1.036
16 H -0.43 -1.43 -2.20  N5 0.977
17 H -1.67 2.00 -0.83  H10 0.745

A 2-piece molecular cluster, C2H9N4P overall. Source: OMol25; level of theory: ωB97M-V/def2-TZVPD.

Its multiplicity is 1. The electronic energy is -641.857004 Eh. The HOMO-LUMO gap (alpha / beta) comes out at 8.37 / 8.36 eV. Its energy relative to the best compared isomer or geometry (same formula, charge and spin) is 324.9 kJ/mol. The charge is 0.

Bonds (Å) are listed after each position.
Cartesian coordinates (Å):
1 C -1.84 -0.26 -1.53  N3 1.230, H8 1.050, H9 1.155
2 C 2.36 -0.30 -0.92  N4 1.386, H10 1.148, H11 1.067, H12 1.178
3 N -1.14 0.63 -1.04  C1 1.230, P7 1.783
4 N 1.59 0.58 -0.18  C2 1.386, P7 1.542
5 N -0.34 1.80 1.14  P7 1.655, H13 0.933, H14 1.023
6 N -1.20 -1.21 1.57  H15 0.999, H16 1.075
7 P 0.10 0.49 0.23  N3 1.783, N4 1.542, N5 1.655
8 H -2.44 -0.06 -2.36  C1 1.050
9 H -2.09 -1.30 -1.10  C1 1.155
10 H 3.22 -0.57 -0.21  C2 1.148
11 H 2.67 0.13 -1.85  C2 1.067
12 H 1.76 -1.29 -1.11  C2 1.178
13 H 0.36 2.00 1.71  N5 0.933
14 H -1.33 1.76 1.40  N5 1.023
15 H -0.47 -1.83 1.85  N6 0.999
16 H -1.22 -0.57 2.42  N6 1.075

A 2-piece molecular cluster, C2H9N4S overall. Source: OMol25; level of theory: ωB97M-V/def2-TZVPD.

Its multiplicity is 1. The electronic energy is -698.532466 Eh. The HOMO-LUMO gap (alpha / beta) comes out at 7.72 / 7.73 eV. Its energy relative to the best compared isomer or geometry (same formula, charge and spin) is 103.7 kJ/mol. The charge is +1.

Bonds (Å) are listed after each position.
Cartesian coordinates (Å):
1 C 1.37 0.46 0.04  N3 1.340, N4 1.335, N6 1.338
2 C -0.34 -1.08 -0.65  N6 1.380, H8 1.073, H9 1.072
3 N 2.46 0.68 0.79  C1 1.340, H10 1.006, H11 1.008
4 N 0.92 1.39 -0.81  C1 1.335, H12 1.007, H13 1.011
5 N -3.53 -0.09 0.40  S7 1.617, H14 1.011, H15 1.007
6 N 0.74 -0.71 0.12  C1 1.338, C2 1.380, H16 1.013
7 S -2.24 0.83 0.06  N5 1.617
8 H -0.36 -0.76 -1.68  C2 1.073
9 H -0.83 -1.99 -0.38  C2 1.072
10 H 2.94 1.57 0.75  N3 1.006
11 H 2.86 -0.03 1.37  N3 1.008
12 H 1.34 2.31 -0.82  N4 1.007
13 H -0.04 1.32 -1.11  N4 1.011
14 H -3.73 -0.36 1.36  N5 1.011
15 H -4.24 -0.27 -0.29  N5 1.007
16 H 0.99 -1.33 0.88  N6 1.013

A 2-piece molecular cluster, C2H9N5 overall. Source: OMol25; level of theory: ωB97M-V/def2-TZVPD.

Its multiplicity is 3. As for the expectation value of S²: 2.05. The electronic energy is -354.445927 Eh. The HOMO-LUMO gap (alpha / beta) comes out at 7.51 / 6.49 eV. Its energy relative to the best compared isomer or geometry (same formula, charge and spin) is 259.8 kJ/mol. The charge is +2.

Bonds (Å) are listed after each position.
Cartesian coordinates (Å):
1 C 0.46 -1.78 -0.35  N3 1.290, N4 1.341, H8 1.149
2 C -0.81 2.14 -0.03  N7 1.435, H9 1.070, H10 1.104, H11 1.144
3 N 0.70 -2.42 0.74  C1 1.290, N6 1.135
4 N 0.68 -0.47 -0.52  C1 1.341, N5 1.259
5 N 0.40 0.06 -1.63  N4 1.259, H12 1.039, H13 1.050
6 N 0.45 -3.03 1.67  N3 1.135, H14 1.041
7 N -0.45 1.26 1.05  C2 1.435, H15 1.051, H16 1.033
8 H 0.49 -2.45 -1.29  C1 1.149
9 H -1.07 1.44 -0.79  C2 1.070
10 H -1.50 2.94 0.30  C2 1.104
11 H 0.14 2.50 -0.56  C2 1.144
12 H -0.27 -0.34 -2.32  N5 1.039
13 H 0.48 1.06 -1.94  N5 1.050
14 H 0.92 -3.64 2.36  N6 1.041
15 H 0.47 1.55 1.46  N7 1.051
16 H -1.09 1.17 1.86  N7 1.033

An isolated ion of composition C2H9N6 and charge +1. Source: OMol25; level of theory: ωB97M-V/def2-TZVPD.

The SMILES is [H]/N=C(\N)N/[N+](N)=C/N. Its multiplicity is 1. The electronic energy is -409.779068 Eh. The HOMO-LUMO gap comes out at 10.26 eV. Its energy relative to the best compared isomer or geometry (same formula, charge and spin) is 139.2 kJ/mol. The charge is +1.

Bonds (Å) are listed after each position.
Cartesian coordinates (Å):
1 H -1.40 -1.17 -1.71  N2 1.056
2 N -1.14 -1.02 -0.70  H1 1.056, C3 1.272
3 C -1.59 0.01 -0.11  N2 1.272, N4 1.347, N5 1.727
4 N -2.76 0.66 0.06  C3 1.347, H10 0.992, H11 1.016
5 N -0.41 0.65 0.99  C3 1.727, N6 1.314, H12 1.012
6 N 0.75 0.24 0.53  N5 1.314, N7 1.522, C8 1.300
7 N 1.04 -1.25 0.42  N6 1.522, H13 1.064, H14 1.104
8 C 1.55 0.92 -0.24  N6 1.300, N9 1.323, H15 1.070
9 N 2.52 0.17 -0.75  C8 1.323, H16 0.987, H17 0.938
10 H -3.64 0.27 -0.16  N4 0.992
11 H -2.70 1.59 0.45  N4 1.016
12 H -0.77 0.46 1.91  N5 1.012
13 H 0.26 -1.59 -0.21  N7 1.064
14 H 1.18 -1.81 1.36  N7 1.104
15 H 1.43 1.98 -0.32  C8 1.070
16 H 3.34 0.61 -1.07  N9 0.987
17 H 2.33 -0.70 -0.46  N9 0.938

A 2-piece molecular cluster, C2H9N7 overall. Source: OMol25; level of theory: ωB97M-V/def2-TZVPD.

The SMILES is [H]/N=C/C=N/N.N/N=N\N. Its multiplicity is 1. The electronic energy is -464.729875 Eh. The HOMO-LUMO gap comes out at 9.65 eV. Its energy relative to the best compared isomer or geometry (same formula, charge and spin) is 155.2 kJ/mol. The charge is 0.

Bonds (Å) are listed after each position.
Cartesian coordinates (Å):
1 H -2.51 -1.73 -1.97  N2 0.950
2 N -1.96 -0.96 -1.89  H1 0.950, C3 1.259
3 C -2.03 -0.19 -0.89  N2 1.259, C4 1.494, H7 1.057
4 C -1.10 0.97 -0.78  C3 1.494, N5 1.281, H8 1.079
5 N -0.85 1.43 0.39  C4 1.281, N6 1.347
6 N -0.02 2.49 0.55  N5 1.347, H9 1.023, H10 1.053
7 H -2.63 -0.26 -0.03  C3 1.057
8 H -0.59 1.22 -1.70  C4 1.079
9 H 0.65 2.72 -0.18  N6 1.023
10 H 0.65 2.17 1.30  N6 1.053
11 N 1.16 -1.22 2.05  N12 1.402, H15 0.984, H16 1.027
12 N 1.24 0.00 1.36  N11 1.402, N13 1.213
13 N 1.34 0.04 0.15  N12 1.213, N14 1.333
14 N 1.32 -0.98 -0.71  N13 1.333, H17 1.000, H18 1.059
15 H 1.51 -2.02 1.60  N11 0.984
16 H 1.64 -1.10 2.94  N11 1.027
17 H 1.28 -0.64 -1.64  N14 1.000
18 H 0.90 -1.94 -0.56  N14 1.059

A 2-piece molecular cluster, C2H9N7 overall. Source: OMol25; level of theory: ωB97M-V/def2-TZVPD.

Its multiplicity is 3. As for the expectation value of S²: 2.01. The electronic energy is -463.948202 Eh. The HOMO-LUMO gap (alpha / beta) comes out at 8.85 / 5.47 eV. The charge is +2.

Bonds (Å) are listed after each position.
Cartesian coordinates (Å):
1 C 1.05 -0.46 -0.40  N3 1.211, N6 1.257
2 C -0.52 0.87 -0.41  N4 1.196, N5 1.371
3 N 2.04 -0.01 0.15  C1 1.211, N8 1.261
4 N -0.10 1.91 -0.83  C2 1.196, H10 1.036
5 N -1.42 0.19 0.36  C2 1.371, N7 1.357, N9 1.411
6 N 0.83 -1.46 -1.13  C1 1.257, H11 1.012, H12 1.032
7 N -2.72 0.24 -0.02  N5 1.357, H13 0.991, H14 1.009
8 N 2.62 0.70 1.01  N3 1.261, H15 0.991, H16 1.078
9 N -0.93 -0.87 1.16  N5 1.411, H17 1.008, H18 1.017
10 H 0.28 2.60 -1.51  N4 1.036
11 H 0.04 -1.28 -1.73  N6 1.012
12 H 1.44 -2.29 -1.11  N6 1.032
13 H -3.04 1.10 -0.40  N7 0.991
14 H -3.03 -0.52 -0.60  N7 1.009
15 H 2.63 0.21 1.87  N8 0.991
16 H 3.23 1.52 0.67  N8 1.078
17 H -1.37 -1.69 0.77  N9 1.008
18 H -1.05 -0.78 2.16  N9 1.017

Please write out number 4 again, unchanged.
A 2-piece molecular cluster, C2H9N4S overall. Source: OMol25; level of theory: ωB97M-V/def2-TZVPD.

Its multiplicity is 1. The electronic energy is -698.532466 Eh. The HOMO-LUMO gap (alpha / beta) comes out at 7.72 / 7.73 eV. Its energy relative to the best compared isomer or geometry (same formula, charge and spin) is 103.7 kJ/mol. The charge is +1.

Bonds (Å) are listed after each position.
Cartesian coordinates (Å):
1 C 1.37 0.46 0.04  N3 1.340, N4 1.335, N6 1.338
2 C -0.34 -1.08 -0.65  N6 1.380, H8 1.073, H9 1.072
3 N 2.46 0.68 0.79  C1 1.340, H10 1.006, H11 1.008
4 N 0.92 1.39 -0.81  C1 1.335, H12 1.007, H13 1.011
5 N -3.53 -0.09 0.40  S7 1.617, H14 1.011, H15 1.007
6 N 0.74 -0.71 0.12  C1 1.338, C2 1.380, H16 1.013
7 S -2.24 0.83 0.06  N5 1.617
8 H -0.36 -0.76 -1.68  C2 1.073
9 H -0.83 -1.99 -0.38  C2 1.072
10 H 2.94 1.57 0.75  N3 1.006
11 H 2.86 -0.03 1.37  N3 1.008
12 H 1.34 2.31 -0.82  N4 1.007
13 H -0.04 1.32 -1.11  N4 1.011
14 H -3.73 -0.36 1.36  N5 1.011
15 H -4.24 -0.27 -0.29  N5 1.007
16 H 0.99 -1.33 0.88  N6 1.013